Entry 1:
# C15H12BCl2NO2S

A single C15H12BCl2NO2S molecule in a non-equilibrium geometry (ωB97M-V/def2-TZVPD, OMol25).

XYZ file:
```
34
Properties=species:S:1:pos:R:3:mulliken_charge:R:1
O 3.237 -1.421 5.380 -0.5697
B 3.871 -1.486 4.096 0.6211
O 5.198 -1.278 3.891 -0.5158
C 2.887 -1.676 2.883 0.4679
C 2.457 -0.766 2.001 -1.0869
C 1.578 -1.311 0.968 0.0793
C 0.927 -0.602 -0.059 -0.4101
C 0.071 -1.272 -0.908 0.0290
C -0.649 -0.483 -1.933 -0.6200
N -1.945 0.017 -1.498 -0.1872
C -2.396 1.334 -1.762 0.5437
C -3.280 1.990 -0.903 -0.6922
C -3.742 3.263 -1.200 -0.5794
C -3.328 3.907 -2.342 0.2130
Cl -4.068 5.412 -2.874 -0.2112
C -2.355 3.317 -3.148 -0.0522
Cl -1.666 4.253 -4.454 -0.2116
C -1.912 2.045 -2.867 -0.2147
C -0.064 -2.667 -0.776 -0.6256
C 0.602 -3.351 0.212 -0.4040
C 1.390 -2.668 1.100 0.3426
S 2.262 -3.267 2.506 -0.3040
H 3.640 -1.022 6.162 0.2851
H 5.729 -1.060 4.693 0.3048
H 2.825 0.254 1.990 0.3455
H 1.176 0.426 -0.243 0.3980
H 0.005 0.346 -2.211 0.3214
H -0.746 -1.031 -2.882 0.3485
H -2.252 -0.417 -0.632 0.2860
H -3.675 1.455 -0.121 0.4384
H -4.413 3.794 -0.552 0.4080
H -1.094 1.599 -3.475 0.3896
H -0.704 -3.232 -1.411 0.4619
H 0.436 -4.401 0.368 0.4011
```

Computed properties:
SMILES string: OB(O)c1cc2cc(CNc3ccc(Cl)c(Cl)c3)ccc2s1
Strongest force on any atom (eV Å⁻¹): 2.483
Frontier orbital gap (eV): 8.10
Total charge: 0

***

Entry 2:
# C12H25O13Tl

A molecular structure, C12H25O13Tl in a non-equilibrium geometry (ωB97M-V/def2-TZVPD, OMol25).

XYZ file:
```
51
Properties=species:S:1:pos:R:3:mulliken_spin:R:1
Tl -4.965 1.789 -0.608 -0.0036
O -2.351 0.546 -0.422 0.9954
H -1.504 0.177 -0.106 -0.0117
C -0.228 1.253 2.243 -0.0004
O 1.021 1.716 2.873 0.0001
C 1.341 1.226 4.069 -0.0001
O 0.883 0.236 4.688 0.0000
O 2.264 1.990 4.466 -0.0001
C 2.767 1.944 5.768 0.0000
H -1.084 1.440 2.892 -0.0002
H -0.221 0.166 2.165 -0.0003
H -0.373 1.724 1.271 -0.0006
H 3.380 2.810 6.020 0.0000
H 3.320 1.042 6.027 0.0000
H 1.887 1.881 6.408 0.0000
C -4.806 -5.583 0.906 -0.0001
O -3.448 -5.190 0.387 0.0001
C -3.086 -3.935 0.485 -0.0009
O -3.823 -3.010 0.775 0.0019
O -1.773 -3.833 0.060 0.0040
C -1.100 -2.541 0.232 0.0224
H -4.875 -5.222 1.932 0.0000
H -4.834 -6.672 0.879 0.0000
H -5.499 -5.076 0.235 0.0000
H -0.060 -2.570 -0.093 0.0024
H -1.148 -2.177 1.259 -0.0016
H -1.703 -1.761 -0.233 -0.0108
C 0.181 4.754 -6.434 0.0000
O -0.578 4.566 -5.231 0.0002
C -0.369 3.398 -4.598 0.0008
O 0.366 2.461 -4.929 0.0001
O -1.126 3.457 -3.526 -0.0008
C -1.145 2.454 -2.559 0.0226
H -0.134 3.968 -7.121 0.0000
H 1.258 4.716 -6.272 0.0000
H -0.107 5.713 -6.866 0.0000
H -1.193 1.538 -3.148 -0.0012
H -1.898 2.523 -1.774 -0.0121
H -0.223 2.322 -1.992 -0.0035
C 4.649 -1.462 1.537 0.0000
O 4.157 -1.084 0.278 0.0000
C 2.814 -1.161 0.009 -0.0004
O 2.010 -1.633 0.797 0.0002
O 2.584 -0.586 -1.117 -0.0001
C 1.349 -0.874 -1.710 0.0022
H 4.237 -2.354 2.010 0.0000
H 4.436 -0.673 2.258 0.0000
H 5.728 -1.598 1.478 0.0000
H 1.317 -1.945 -1.910 0.0001
H 1.224 -0.307 -2.633 0.0001
H 0.482 -0.565 -1.126 -0.0043
```

Computed properties:
2S+1: 2
Strongest force on any atom (eV Å⁻¹): 4.701
Frontier orbital gap (alpha / beta) (eV): 7.60 / 5.78
Total charge: +1
Relative energy (zero: lowest compared OMol25 entry of this formula, charge and spin) (kcal/mol): 26.6

***

Entry 3:
# C4H7NO2

A single C4H7NO2 molecule (ωB97M-V/def2-TZVPD, OMol25).

XYZ file:
```
14
Properties=species:S:1:pos:R:3:mulliken_charge:R:1
C 1.865 0.899 0.650 -1.0316
C 0.442 0.639 0.501 -0.1600
C 0.021 0.119 -0.791 0.3449
O 0.854 -0.065 -1.732 -0.7304
C -0.875 -1.166 -0.339 0.4609
O -0.393 -2.265 -0.323 -0.5259
N -2.161 -0.878 0.043 -0.4058
H 2.372 -0.056 0.421 0.3006
H 2.168 1.514 -0.214 0.3039
H 2.185 1.319 1.603 0.3354
H -0.287 0.812 1.293 0.4700
H -0.819 0.891 -0.952 0.1374
H -2.626 -0.073 -0.352 0.2344
H -2.746 -1.690 0.193 0.2663
```

Computed properties:
Strongest force on any atom (eV Å⁻¹): 0.552
Frontier orbital gap (alpha / beta) (eV): 7.27 / 7.25
Total charge: 0
Relative energy (zero: lowest compared OMol25 entry of this formula, charge and spin) (kcal/mol): 91.1

***

Entry 4:
# C16H9F6N4PtS6Sb

A molecular structure, C16H9F6N4PtS6Sb (ωB97M-V/def2-TZVPD, OMol25).

XYZ file:
```
43
Properties=species:S:1:pos:R:3:mulliken_spin:R:1
Pt 0.848 -0.281 -0.870 0.1109
S -2.994 4.342 3.769 0.0000
N -2.585 2.804 4.016 0.0000
C -1.933 2.405 2.937 -0.0008
C -1.392 1.079 2.717 0.0009
C -1.557 0.029 3.621 -0.0001
C -1.056 -1.208 3.294 0.0000
C -0.406 -1.369 2.071 -0.0035
N -0.229 -0.382 1.213 0.0141
C -0.714 0.836 1.523 -0.0025
C -0.570 1.893 0.523 -0.0020
N 0.092 1.596 -0.616 -0.0141
C 0.129 2.474 -1.618 0.0082
C -0.459 3.726 -1.522 -0.0011
C -1.090 4.075 -0.348 0.0012
C -1.152 3.149 0.692 0.0009
C -1.826 3.409 1.947 0.0002
N -2.399 4.551 2.288 -0.0001
H -2.086 0.203 4.548 0.0000
H -1.175 -2.057 3.951 -0.0003
H -0.047 -2.342 1.776 -0.0007
H 0.648 2.159 -2.512 -0.0029
H -0.408 4.402 -2.362 0.0000
H -1.552 5.045 -0.218 0.0002
C 1.990 -3.367 -0.083 0.0308
S 1.486 -2.355 -1.494 0.0086
C 3.082 -2.067 -2.211 0.2645
C 3.665 -0.820 -2.113 -0.0408
S 2.896 0.466 -1.332 0.3987
S 5.251 -0.678 -2.803 -0.0230
C 5.384 -2.337 -3.363 -0.0552
S 6.672 -2.953 -4.096 0.1643
S 3.936 -3.289 -3.017 0.1443
H 2.342 -4.325 -0.461 0.0015
H 1.079 -3.531 0.485 -0.0032
H 2.749 -2.863 0.509 -0.0045
F -0.959 -0.884 -2.406 0.0052
Sb -2.466 -1.808 -1.565 -0.0007
F -3.632 -0.941 -2.734 0.0001
F -2.473 -0.308 -0.395 0.0002
F -3.797 -2.664 -0.581 0.0000
F -1.107 -2.577 -0.423 0.0007
F -2.185 -3.238 -2.737 0.0001
```

Computed properties:
2S+1: 2
Strongest force on any atom (eV Å⁻¹): 0.938
Frontier orbital gap (alpha / beta) (eV): 7.65 / 5.33
Total charge: +1
Relative energy (zero: lowest compared OMol25 entry of this formula, charge and spin) (kcal/mol): 12.1

***

Entry 5:
# C37H104N2O21

14 unconnected molecules or ions with the total composition C37H104N2O21 in a non-equilibrium geometry (ωB97M-V/def2-TZVPD, OMol25).

XYZ file:
```
164
Properties=species:S:1:pos:R:3:mulliken_charge:R:1
C 7.413 -15.625 3.184 -1.6674
C 7.123 -16.780 4.169 0.5590
C 8.118 -18.007 4.059 -0.8464
O 7.686 -19.003 4.934 -0.2387
C 8.505 -20.152 5.016 -0.7792
N 7.037 -16.219 5.474 0.8431
H 7.438 -16.010 2.164 0.5130
H 8.329 -15.061 3.360 0.2669
H 6.594 -14.906 3.186 0.3183
H 6.155 -17.209 3.913 0.1885
H 9.099 -17.780 4.476 0.3550
H 8.154 -18.332 3.019 0.4521
H 8.543 -20.644 4.044 0.3553
H 8.055 -20.873 5.699 0.1905
H 9.505 -19.892 5.365 0.3009
H 7.885 -15.870 5.898 -0.5348
H 6.722 -16.964 6.079 -0.1242
C 7.765 -15.288 10.487 -0.6300
C 6.404 -15.734 9.964 0.3697
C 5.259 -14.687 9.979 -1.1057
O 5.622 -13.445 9.310 1.5554
C 4.632 -12.497 9.316 -1.7055
N 6.597 -16.059 8.550 1.0810
H 8.446 -16.139 10.467 -0.1362
H 7.701 -14.922 11.512 0.2207
H 8.208 -14.510 9.864 -0.0640
H 5.995 -16.563 10.542 0.5582
H 5.023 -14.461 11.019 0.5101
H 4.338 -15.063 9.532 0.0837
H 4.082 -12.451 10.256 0.5521
H 3.853 -12.775 8.607 -0.0660
H 4.983 -11.524 8.970 -0.2413
H 5.746 -16.447 8.169 0.1839
H 6.553 -15.111 8.205 -0.8464
C -0.742 -14.221 12.174 -1.5117
C 0.105 -13.197 11.512 1.0922
C 1.301 -13.814 10.731 -0.9894
O -0.744 -12.608 10.503 -0.5772
H -1.526 -13.660 12.684 0.4128
H -0.127 -14.781 12.878 0.3592
H -1.095 -14.899 11.397 0.2439
H 0.448 -12.393 12.163 -0.1096
H 1.964 -14.468 11.296 0.5663
H 1.925 -12.995 10.372 0.0204
H 1.011 -14.461 9.904 0.2443
H -0.165 -12.394 9.767 0.4165
C 3.391 -8.532 13.217 -1.2753
C 2.524 -9.435 12.328 0.5370
C 1.924 -8.806 11.067 -1.0504
O 3.400 -10.430 11.860 -0.2089
H 4.268 -8.166 12.684 0.1738
H 3.644 -9.012 14.163 0.3193
H 2.872 -7.619 13.507 0.4326
H 1.739 -9.965 12.867 0.3335
H 1.314 -9.492 10.478 0.0734
H 2.692 -8.354 10.439 0.2285
H 1.237 -8.005 11.337 0.4706
H 4.002 -9.967 11.272 -0.0244
C 10.534 -14.655 12.053 -0.9424
C 12.001 -14.487 12.423 0.5195
C 12.282 -15.134 13.797 -1.5648
O 12.841 -15.051 11.456 -0.6086
H 10.271 -14.144 11.127 0.2089
H 9.838 -14.260 12.793 0.3543
H 10.260 -15.689 11.842 0.2191
H 12.321 -13.447 12.473 0.2908
H 12.004 -14.579 14.692 0.3799
H 13.337 -15.358 13.956 0.4267
H 11.789 -16.106 13.839 0.4079
H 13.211 -15.861 11.815 0.2839
C 6.997 -12.706 5.817 -0.9226
C 8.088 -13.130 6.855 3.4150
C 9.565 -12.892 6.404 -1.8252
O 7.891 -12.311 7.978 -0.6286
H 7.176 -13.244 4.887 0.1623
H 7.106 -11.639 5.621 0.2832
H 5.963 -12.948 6.063 -0.0016
H 7.907 -14.150 7.196 -1.8908
H 9.758 -13.616 5.612 0.2909
H 10.274 -12.901 7.231 0.4380
H 9.645 -11.864 6.050 0.4858
H 7.049 -12.461 8.414 -0.0412
C 7.348 -17.030 16.300 -1.5829
C 7.479 -16.059 15.138 0.9072
C 6.059 -15.879 14.400 -0.9465
O 7.931 -14.904 15.711 -0.5822
H 6.700 -16.683 17.105 0.3478
H 8.351 -17.184 16.699 0.3878
H 6.999 -18.026 16.028 0.3824
H 8.194 -16.438 14.408 0.0697
H 5.510 -16.788 14.156 0.3506
H 6.190 -15.238 13.528 -0.0236
H 5.445 -15.286 15.078 0.4079
H 7.890 -14.172 15.092 0.3105
C 4.940 -9.144 6.456 0.4415
C 4.276 -7.789 6.044 -0.6232
O 4.007 -6.803 7.046 -0.5254
O 5.352 -9.833 5.325 -0.5203
H 4.343 -9.842 7.044 -0.4431
H 5.778 -8.845 7.085 0.2735
H 3.392 -7.990 5.438 0.3800
H 4.869 -7.239 5.313 0.3963
H 3.463 -6.148 6.603 0.3069
H 6.042 -9.317 4.901 0.3273
C 6.849 -10.928 11.684 0.3947
C 6.759 -9.493 11.010 -0.7157
O 5.522 -9.309 10.385 -0.3535
O 8.176 -11.261 11.913 -0.5597
H 6.374 -11.716 11.100 -0.4221
H 6.423 -10.974 12.686 0.3300
H 7.520 -9.342 10.245 0.4559
H 6.806 -8.629 11.673 0.3562
H 5.605 -8.479 9.910 0.1361
H 8.696 -11.025 11.141 0.3191
C 0.981 -18.411 9.294 -0.5817
C -0.142 -17.384 9.374 -0.0878
O 0.010 -16.542 8.270 -0.4621
O 2.221 -17.804 9.597 -0.4577
H 1.091 -18.946 8.350 0.2734
H 0.854 -19.197 10.039 0.3716
H -0.171 -16.785 10.284 0.0074
H -1.080 -17.938 9.375 0.4443
H -0.713 -15.910 8.272 0.2780
H 2.413 -17.166 8.906 0.0755
C 7.277 -20.343 9.476 -0.6332
C 8.389 -19.242 9.432 -0.3327
O 8.295 -18.432 8.262 -0.2161
O 5.957 -19.775 9.531 -0.4669
H 7.458 -21.152 10.184 0.3855
H 7.313 -20.955 8.575 0.1951
H 9.406 -19.610 9.567 0.4746
H 8.330 -18.657 10.350 0.1548
H 7.537 -17.859 8.393 0.0028
H 5.737 -19.357 10.367 0.2928
C 1.169 -10.115 6.635 -0.1454
C 1.623 -11.006 7.823 0.4819
O 0.461 -11.663 8.308 -0.5213
O 0.774 -10.731 5.365 -0.5620
H 2.021 -9.490 6.368 -0.2991
H 0.410 -9.424 7.002 0.4513
H 2.138 -10.383 8.555 -0.0879
H 2.281 -11.783 7.435 0.0150
H 0.019 -12.113 7.584 0.2972
H 1.521 -11.218 5.009 0.3166
C 11.991 -15.322 8.155 -0.9124
C 10.560 -15.954 8.187 1.6066
O 10.542 -17.148 7.467 -0.6696
O 12.136 -14.157 9.014 -0.5438
H 12.265 -15.110 7.122 0.3302
H 12.765 -16.012 8.490 0.3782
H 9.945 -15.144 7.795 -0.7007
H 10.291 -16.161 9.223 -0.1517
H 9.708 -17.584 7.654 0.4118
H 12.516 -14.342 9.876 0.3572
C 2.924 -16.175 6.560 0.0381
C 3.531 -16.042 5.146 -0.4517
O 4.359 -14.895 5.018 -0.4601
O 3.803 -16.942 7.307 -0.3816
H 2.080 -16.865 6.577 0.2150
H 2.737 -15.203 7.016 0.0366
H 2.786 -16.025 4.351 0.4570
H 4.132 -16.918 4.901 0.2278
H 5.255 -15.110 5.289 0.0849
H 4.217 -17.638 6.791 0.0924
```

Computed properties:
Strongest force on any atom (eV Å⁻¹): 3.347
Frontier orbital gap (eV): 9.63
Total charge: 0